Record 1
{
  "formula": "C4H7NO",
  "method": "wB97M-V/def2-TZVPD",
  "species": ["O", "C", "C", "N", "C", "C", "H", "H", "H", "H", "H", "H", "H"],
  "positions_angstrom": [[0.76261, 1.19910, 1.28677], [1.01690, 0.10273, 0.33090], [0.04451, -0.97048, 0.78887], [-0.54677, -1.13880, -0.60171], [-1.18221, 0.13352, -0.89247], [0.29181, 0.03694, -1.02127], [0.14649, 1.86983, 0.95676], [2.09917, -0.03805, 0.32548], [-0.35141, -0.15905, 1.49263], [0.33180, -1.94306, 1.21078], [-1.63359, 0.65779, -0.05329], [-1.74930, 0.16998, -1.82133], [0.76998, 0.07955, -2.00212]],
  "forces_ev_per_angstrom": [[1.10, 0.67, -0.99], [0.06, 0.76, 0.34], [0.12, 0.33, 0.50], [0.04, 0.04, 0.44], [-0.14, 0.30, 0.02], [0.25, 0.45, -0.01], [0.28, -0.33, -0.31], [-0.25, -0.13, -0.16], [-1.57, -2.63, -0.23], [0.05, 0.59, 0.01], [0.02, 0.06, -0.15], [0.13, -0.09, 0.19], [-0.09, -0.03, 0.35]],
  "nbo_charge": [-0.75, 0.06, -0.30, -0.37, -0.27, -0.13, 0.48, 0.20, 0.24, 0.22, 0.19, 0.22, 0.21],
  "mol_weight_g_mol": 85.1,
  "relative_energy_kcal_mol": 93.0,
  "smiles": "O[C@H]1CN2C[C@@H]12",
  "energy_ha": -286.4835,
  "e_homo_ev": -9.480,
  "e_lumo_ha": 0.035,
  "homo_lumo_gap_ha": 0.3830
}

Record 2
{
  "formula": "C4H7NO",
  "method": "wB97M-V/def2-TZVPD",
  "species": ["C", "C", "N", "C", "C", "O", "H", "H", "H", "H", "H", "H", "H"],
  "positions_angstrom": [[0.94215, -1.36465, -0.29027], [0.64546, 0.08605, -0.13891], [-0.48484, 0.55202, -0.85570], [-1.42478, 0.83146, 0.09038], [-0.12877, 0.42284, 1.28926], [0.19327, 0.63941, 2.38603], [1.18254, -1.58401, -1.33375], [0.09226, -1.98397, -0.00278], [1.78271, -1.67111, 0.33363], [1.53219, 0.70361, -0.32031], [-0.30537, 1.39419, -1.39432], [-2.22502, 0.12786, 0.21233], [-1.80180, 1.84630, 0.02442]],
  "forces_ev_per_angstrom": [[0.33, -0.83, -0.20], [0.34, 0.06, 1.91], [1.06, 0.40, -3.50], [-0.64, -0.10, 3.90], [-0.77, 1.37, -3.85], [0.10, -0.21, 1.09], [0.02, -0.08, 0.09], [-0.13, 0.04, -0.07], [0.07, 0.08, -0.01], [0.10, -0.09, 0.22], [0.32, -0.46, -0.03], [-0.59, -0.38, -0.05], [-0.21, 0.20, 0.50]],
  "nbo_charge": [-0.62, -0.14, -0.64, -0.30, 0.61, -0.50, 0.22, 0.21, 0.22, 0.20, 0.37, 0.18, 0.19],
  "mol_weight_g_mol": 85.1,
  "relative_energy_kcal_mol": 63.3,
  "smiles": "C[C@H]1NCC1=O",
  "energy_ha": -286.5308,
  "e_homo_ev": -8.732,
  "e_lumo_ha": 0.033,
  "homo_lumo_gap_ha": 0.3543
}

Record 3
{
  "formula": "C4H7NO",
  "method": "wB97M-V/def2-TZVPD",
  "species": ["C", "O", "C", "C", "C", "N", "H", "H", "H", "H", "H", "H", "H"],
  "positions_angstrom": [[-0.31915, -1.13753, 1.76341], [-0.21717, 0.26162, 1.40543], [-0.58414, 0.57851, 0.18823], [0.73795, 1.01978, -1.52932], [-0.28366, -0.25661, -0.94888], [-0.27641, -1.38548, -1.38515], [-0.41589, -1.75863, 0.86692], [-1.20906, -1.23100, 2.38897], [0.57268, -1.39473, 2.33479], [-0.85514, 1.62263, 0.08814], [1.07107, 1.88054, -0.94397], [1.60063, 0.42803, -1.82977], [0.17829, 1.37287, -2.39880]],
  "forces_ev_per_angstrom": [[0.04, -0.20, 0.06], [-0.07, 0.13, -0.18], [0.02, 0.07, 0.03], [0.26, 0.22, -0.14], [-0.15, -0.72, -0.10], [-0.04, 0.70, 0.24], [0.06, 0.09, 0.11], [0.13, -0.03, -0.10], [-0.11, 0.07, -0.08], [0.01, -0.14, -0.06], [-0.04, -0.17, -0.01], [-0.16, 0.02, 0.06], [0.07, -0.04, 0.16]],
  "nbo_charge": [-0.28, -0.44, 0.27, -0.64, 0.03, -0.45, 0.24, 0.20, 0.20, 0.20, 0.21, 0.24, 0.23],
  "mol_weight_g_mol": 85.1,
  "relative_energy_kcal_mol": 124.7,
  "energy_ha": -286.4329,
  "e_homo_ev": [-7.486, -7.489],
  "e_lumo_ha": [-0.009, -0.009],
  "homo_lumo_gap_ha": [0.2659, 0.2661]
}

Record 4
{
  "formula": "C4H7NO",
  "method": "wB97M-V/def2-TZVPD",
  "species": ["C", "N", "C", "C", "C", "O", "H", "H", "H", "H", "H", "H", "H"],
  "positions_angstrom": [[0.38571, 1.45381, 0.93416], [0.15270, 0.25386, 0.21205], [-0.49653, 0.21589, -1.03455], [-0.34333, -1.63392, -0.65536], [0.40196, -1.04915, 0.50365], [1.12016, -1.49625, 1.37229], [-0.25343, 2.17433, 0.41071], [0.16599, 1.32973, 2.00217], [1.41114, 1.79637, 0.79725], [0.04018, 0.45757, -1.94512], [-1.42402, 0.86339, -0.97195], [-1.40732, -1.73818, -0.66118], [0.09771, -2.61660, -0.97492]],
  "forces_ev_per_angstrom": [[0.15, 0.34, -0.05], [0.43, -0.08, 0.17], [0.06, -1.43, -0.34], [-0.36, 0.85, -0.34], [0.00, 0.39, 0.33], [-0.39, -0.22, -0.17], [-0.03, 0.29, 0.69], [-0.03, 0.21, -0.32], [0.13, 0.06, 0.20], [0.47, 0.02, 0.08], [0.27, -1.40, -0.45], [-0.64, -0.49, 1.17], [-0.04, 1.44, -0.97]],
  "nbo_charge": [-0.41, -0.45, -0.15, -0.49, 0.64, -0.61, 0.20, 0.22, 0.20, 0.18, 0.18, 0.23, 0.24],
  "mol_weight_g_mol": 85.1,
  "relative_energy_kcal_mol": 66.6,
  "smiles": "CN1CCC1=O",
  "energy_ha": -286.5255,
  "e_homo_ev": -9.262,
  "e_lumo_ha": 0.028,
  "homo_lumo_gap_ha": 0.3685
}

Record 5
{
  "formula": "C4H7NO",
  "method": "wB97M-V/def2-TZVPD",
  "species": ["C", "C", "C", "C", "O", "N", "H", "H", "H", "H", "H", "H", "H"],
  "positions_angstrom": [[1.11530, 0.77258, 0.90354], [0.50452, -0.28704, 0.00432], [-0.93574, -0.75107, 0.33708], [-1.31144, -0.24048, -1.06334], [-2.30973, -0.22212, -1.73798], [-0.02613, 0.19514, -1.27204], [2.04630, 1.16797, 0.48269], [0.42147, 1.60814, 1.04564], [1.34935, 0.34453, 1.88416], [1.19837, -1.12625, -0.12672], [-1.07383, -1.82471, 0.47993], [-1.41358, -0.20471, 1.15382], [0.43515, 0.56802, -2.09110]],
  "forces_ev_per_angstrom": [[0.01, 0.02, 0.03], [0.18, -0.06, 0.16], [-0.09, -0.09, 0.17], [-0.19, 0.01, -0.12], [0.42, 0.02, 0.21], [-0.05, 0.10, -0.25], [-0.13, -0.06, 0.03], [0.07, -0.12, -0.04], [-0.03, 0.05, -0.12], [-0.09, 0.09, 0.02], [0.01, 0.14, -0.06], [0.04, -0.05, -0.12], [-0.14, -0.06, 0.10]],
  "nbo_charge": [-0.62, -0.03, -0.51, 0.69, -0.59, -0.63, 0.21, 0.21, 0.22, 0.18, 0.23, 0.23, 0.40],
  "mol_weight_g_mol": 85.1,
  "relative_energy_kcal_mol": 16.2,
  "smiles": "C[C@H]1CC(=O)N1",
  "energy_ha": -286.6058,
  "e_homo_ev": -9.768,
  "e_lumo_ha": 0.034,
  "homo_lumo_gap_ha": 0.3934
}

Record 6
{
  "formula": "C4H7NO",
  "method": "wB97M-V/def2-TZVPD",
  "species": ["N", "C", "C", "C", "C", "O", "H", "H", "H", "H", "H", "H", "H"],
  "positions_angstrom": [[-1.26124, -2.20626, 0.39235], [-0.94351, -1.07181, 0.06588], [-0.96240, 0.11833, -0.54600], [0.34884, 0.73157, -0.92648], [1.33916, 0.13667, 0.04203], [1.04506, -0.90031, 0.60057], [-0.88939, -2.62566, 1.23112], [-1.92379, 0.49299, -0.86403], [-0.42683, 1.18802, 1.20781], [0.37180, 1.83057, -0.95989], [0.70498, 0.37335, -1.90323], [0.25050, 1.39924, 1.45741], [2.34681, 0.53330, 0.20246]],
  "forces_ev_per_angstrom": [[0.34, 0.06, -0.53], [-1.05, -0.43, -0.33], [-0.05, -0.48, -0.28], [0.07, -0.22, -0.02], [0.19, -0.57, -0.11], [0.89, 0.41, 0.00], [-0.39, 0.23, 0.37], [0.06, 0.23, 0.20], [0.16, 0.27, 0.42], [-0.04, -0.35, 0.16], [0.05, 0.11, -0.10], [-0.24, 0.37, 0.41], [0.03, 0.36, -0.20]],
  "nbo_charge": [-0.70, 0.53, -0.53, -0.52, 0.45, -0.52, 0.39, 0.26, 0.04, 0.24, 0.25, -0.05, 0.16],
  "mol_weight_g_mol": 85.1,
  "relative_energy_kcal_mol": 97.3,
  "smiles": "N=C=CCC=O.[H][H]",
  "energy_ha": -286.4766,
  "e_homo_ev": -8.046,
  "e_lumo_ha": 0.031,
  "homo_lumo_gap_ha": 0.3263
}

Record 7
{
  "formula": "C4H7NO",
  "method": "wB97M-V/def2-TZVPD",
  "species": ["O", "C", "N", "C", "C", "C", "H", "H", "H", "H", "H", "H", "H"],
  "positions_angstrom": [[1.88501, -1.70318, -0.96483], [1.79920, -0.52393, -0.72228], [1.22837, 0.00929, 0.44290], [-0.02541, 0.65322, 0.07432], [-1.24282, 0.55711, 0.93359], [-1.16218, -0.23094, -0.35442], [2.16072, 0.25531, -1.41941], [1.04805, -0.76140, 1.08391], [0.11582, 1.59040, -0.45833], [-1.19866, -0.01044, 1.86073], [-1.87544, 1.44053, 0.98257], [-1.75571, 0.02185, -1.22802], [-0.97695, -1.29781, -0.23074]],
  "forces_ev_per_angstrom": [[0.33, 0.40, 0.21], [0.04, -0.31, -0.03], [-0.07, -0.29, -0.07], [-0.09, 0.21, -0.13], [-0.03, 0.06, 0.13], [-0.10, -0.09, -0.11], [-0.17, -0.12, 0.02], [-0.01, 0.07, -0.05], [0.00, -0.14, 0.09], [0.08, 0.13, -0.17], [0.10, -0.23, -0.03], [-0.01, 0.08, 0.26], [-0.06, 0.24, -0.11]],
  "nbo_charge": [-0.56, 0.56, -0.64, -0.07, -0.42, -0.45, 0.11, 0.37, 0.21, 0.22, 0.22, 0.22, 0.22],
  "mol_weight_g_mol": 85.1,
  "relative_energy_kcal_mol": 40.5,
  "smiles": "O=CNC1CC1",
  "energy_ha": -286.5670,
  "e_homo_ev": -9.558,
  "e_lumo_ha": 0.042,
  "homo_lumo_gap_ha": 0.3937
}

Record 8
{
  "formula": "C4H7NO",
  "method": "wB97M-V/def2-TZVPD",
  "species": ["O", "C", "C", "C", "C", "N", "H", "H", "H", "H", "H", "H", "H"],
  "positions_angstrom": [[-0.75023, -1.65144, -0.00158], [-1.14084, -0.33084, -0.33236], [-0.42867, 0.62242, 0.61501], [1.09313, 0.40797, 0.61487], [1.65236, 0.40532, -0.74239], [2.05902, 0.38334, -1.82562], [-0.82326, -2.19862, -0.79100], [-2.22914, -0.20194, -0.23458], [-0.86285, -0.08595, -1.36728], [-0.78979, 0.46286, 1.63714], [-0.67297, 1.65344, 0.33413], [1.32163, -0.56159, 1.06634], [1.59801, 1.18226, 1.20187]],
  "forces_ev_per_angstrom": [[-0.03, -0.23, -0.16], [-0.07, 0.39, -0.07], [-0.06, 0.04, 0.02], [0.04, -0.02, 0.04], [0.35, -0.01, -0.93], [-0.40, 0.05, 1.06], [0.00, 0.01, 0.16], [0.17, -0.05, -0.01], [-0.03, -0.07, 0.15], [0.05, 0.03, -0.13], [0.05, -0.15, 0.03], [0.00, 0.13, -0.08], [-0.08, -0.12, -0.10]],
  "nbo_charge": [-0.73, -0.07, -0.40, -0.52, 0.29, -0.34, 0.48, 0.17, 0.18, 0.22, 0.22, 0.26, 0.25],
  "mol_weight_g_mol": 85.1,
  "relative_energy_kcal_mol": 23.3,
  "smiles": "N#CCCCO",
  "energy_ha": -286.5945,
  "e_homo_ev": -10.779,
  "e_lumo_ha": 0.030,
  "homo_lumo_gap_ha": 0.4260
}

Record 9
{
  "formula": "C4H7NO",
  "method": "wB97M-V/def2-TZVPD",
  "species": ["C", "C", "N", "C", "C", "O", "H", "H", "H", "H", "H", "H", "H"],
  "positions_angstrom": [[-1.69241, -0.07646, -0.29069], [-0.39643, -0.26816, 0.49897], [0.68910, -1.09120, -0.07889], [1.64702, 0.12144, -0.31546], [0.56468, 0.98640, 0.30328], [0.53510, 2.14990, 0.59135], [-2.39729, -0.91828, -0.27818], [-1.45975, 0.16599, -1.33071], [-2.19534, 0.78263, 0.17094], [-0.67036, -0.58500, 1.52550], [0.96233, -1.84030, 0.54835], [1.74811, 0.13987, -1.39481], [2.66525, 0.43318, 0.05035]],
  "forces_ev_per_angstrom": [[0.13, 0.07, -0.06], [0.23, 0.80, 0.09], [0.94, 0.25, 0.09], [-0.67, -0.47, -0.24], [-0.59, 0.05, 0.45], [-0.19, -0.73, -0.17], [0.41, 0.03, 0.11], [-0.11, 0.00, 0.05], [-0.01, -0.10, -0.21], [0.41, 0.55, -0.24], [0.37, 0.30, -0.09], [-0.14, 0.59, -0.25], [-0.79, -1.34, 0.47]],
  "nbo_charge": [-0.62, -0.16, -0.62, -0.37, 0.60, -0.51, 0.22, 0.21, 0.22, 0.20, 0.37, 0.23, 0.23],
  "mol_weight_g_mol": 85.1,
  "relative_energy_kcal_mol": 52.4,
  "smiles": "C[C@H]1NCC1=O",
  "energy_ha": -286.5481,
  "e_homo_ev": -9.388,
  "e_lumo_ha": 0.034,
  "homo_lumo_gap_ha": 0.3789
}

Record 10
{
  "formula": "C4H7NO",
  "method": "wB97M-V/def2-TZVPD",
  "species": ["C", "C", "O", "N", "C", "C", "H", "H", "H", "H", "H", "H", "H"],
  "positions_angstrom": [[1.97138, -0.11740, -0.29607], [0.77493, 0.57987, 0.28751], [0.82636, 1.69628, 0.77118], [-0.38409, -0.13740, 0.37753], [-1.40304, -0.83771, -0.34088], [-1.67435, 0.43373, 0.44817], [2.34680, 0.48331, -1.12905], [2.74295, -0.14407, 0.47834], [1.74724, -1.13275, -0.63239], [-1.68176, -1.80159, 0.08550], [-1.39042, -0.85042, -1.43471], [-2.07091, 0.44568, 1.46081], [-1.80508, 1.38248, -0.07593]],
  "forces_ev_per_angstrom": [[0.09, -0.03, -0.04], [0.10, 0.10, 0.02], [0.14, -0.20, -0.32], [0.28, 0.11, 0.33], [0.06, -0.17, -0.06], [-0.07, 0.22, 0.20], [0.00, -0.12, 0.10], [-0.04, -0.03, -0.17], [0.03, 0.16, 0.04], [0.02, 0.22, -0.01], [-0.09, 0.39, 0.30], [-0.50, -0.33, -0.31], [-0.02, -0.32, -0.09]],
  "nbo_charge": [-0.71, 0.68, -0.60, -0.45, -0.22, -0.22, 0.24, 0.24, 0.22, 0.20, 0.20, 0.21, 0.21],
  "mol_weight_g_mol": 85.1,
  "relative_energy_kcal_mol": 41.8,
  "smiles": "CC(=O)N1CC1",
  "energy_ha": -286.5650,
  "e_homo_ev": -9.546,
  "e_lumo_ha": 0.035,
  "homo_lumo_gap_ha": 0.3854
}